51
Properties=species:S:1:pos:R:3 method="wB97M-V/def2-TZVPD" homo_energy_ev="-6.72 / -7.00" multiplicity=5 energy_ev=-293708.5489 s_squared=6.0164
Ir 0.6226 -0.0933 -0.4974
C 0.1923 1.1163 2.4447
C 1.6911 0.9942 2.1401
N 1.9762 1.3642 0.7591
C 1.8526 2.7890 0.4411
C 1.2306 3.0204 -0.9360
N 0.1579 2.0625 -1.2710
C -1.1855 2.3729 -0.7588
C -1.2714 2.2268 0.7466
N -0.6538 0.9737 1.2342
H -0.0290 2.0696 2.9240
H -0.0786 0.3358 3.1527
H 2.0015 -0.0451 2.2449
H 2.2601 1.5838 2.8654
H 2.9154 1.0495 0.4831
H 2.8407 3.2472 0.4239
H 1.2845 3.2812 1.2347
H 2.0118 2.8737 -1.6778
H 0.8661 4.0522 -1.0056
H 0.0999 2.0152 -2.2795
H -1.8784 1.6787 -1.2384
H -1.4885 3.3896 -1.0246
H -2.3205 2.2808 1.0353
H -0.7767 3.0656 1.2289
H -1.3676 0.2836 1.4146
O -0.2115 -2.0599 1.2796
C -0.5771 -3.3070 0.6552
C -2.0591 -3.2460 0.3971
C -2.4443 -2.0064 -0.4089
C -1.7545 -1.9320 -1.7477
C -1.9773 -2.9004 -2.7117
C -1.4081 -2.7669 -3.9672
C -0.6354 -1.6544 -4.2383
C -0.4329 -0.7406 -3.2242
N -0.9620 -0.8778 -1.9954
H 0.7080 -2.1125 1.5616
H -0.3309 -4.1446 1.3073
H -0.0234 -3.4310 -0.2799
H -2.5996 -3.2448 1.3456
H -2.3552 -4.1483 -0.1441
H -2.1974 -1.1092 0.1535
H -3.5225 -1.9994 -0.5772
H -2.6025 -3.7541 -2.4723
H -1.5719 -3.5263 -4.7265
H -0.1581 -1.4975 -5.1962
H 0.2212 0.1083 -3.3850
Se 4.5162 1.7015 -1.4696
Sb 3.8640 -0.4126 -2.4118
Se 2.4266 -1.6890 -0.7560
Se 5.8789 -1.9251 -2.3053
Se 2.8791 -0.4944 -4.5734

---

48
Properties=species:S:1:pos:R:3 method="wB97M-V/def2-TZVPD" homo_energy_ev="-14.26 / -14.22" multiplicity=2 relative_energy_ev=0.189 energy_ev=-65321.2434 charge=+2 s_squared=0.7595
Ru -0.4696 0.2466 0.1658
C -2.7157 -1.5152 -1.5725
C -1.4367 -2.2826 -1.8583
S -0.0203 -1.1382 -1.7709
C 1.2726 -2.2289 -1.1356
C 0.9725 -2.8601 0.2240
S 0.0289 -1.7903 1.3800
C -1.5759 -2.6719 1.5168
C -2.7762 -1.7644 1.3114
S -2.6598 -0.5490 -0.0354
H -2.9026 -0.7612 -2.3395
H -3.5893 -2.1654 -1.5238
H -1.2998 -3.1101 -1.1692
H -1.4612 -2.6872 -2.8700
H 1.4762 -3.0041 -1.8754
H 2.1544 -1.5884 -1.0922
H 0.4217 -3.7941 0.1326
H 1.9087 -3.1006 0.7259
H -1.5662 -3.4963 0.8102
H -1.6200 -3.1044 2.5160
H -3.6862 -2.3483 1.1623
H -2.9480 -1.1425 2.1918
N -1.3009 1.5043 1.7066
C -0.8732 1.3687 3.1258
C 0.5484 1.8583 3.3096
C 1.5863 1.0418 2.5625
N 1.3628 1.0806 1.0951
H -1.0909 2.4505 1.3847
H -2.3167 1.4616 1.6592
H -0.9629 0.3195 3.4162
H -1.5487 1.9494 3.7550
H 0.7924 1.8317 4.3720
H 0.6092 2.9116 3.0136
H 1.5566 -0.0008 2.8810
H 2.5825 1.4262 2.7859
H 2.1461 0.6381 0.6248
H 1.3939 2.0460 0.7732
S -1.0775 2.0437 -1.2353
C 0.4533 2.1200 -2.1152
C 0.6583 2.9907 -3.1824
C 1.9017 3.0050 -3.7834
C 2.8973 2.1486 -3.3201
C 2.5958 1.3041 -2.2715
N 1.3971 1.2896 -1.6724
H -0.1415 3.6349 -3.5211
H 2.0975 3.6755 -4.6093
H 3.8840 2.1418 -3.7606
H 3.3418 0.6150 -1.8881

---

48
Properties=species:S:1:pos:R:3 method="wB97M-V/def2-TZVPD" homo_energy_ev=-9.65 relative_energy_ev=2.207 energy_ev=-29090.5411 smiles="CNC(=O)[C@@H](CC(C)C)NC(=O)[C@@H](CCC(N)=O)NC(C)=O"
O -2.2209 0.3676 1.3480
O 2.3402 -3.2423 4.0565
O 0.9259 -2.4223 -0.4925
O -0.0974 0.4729 -4.0618
C -2.6924 -0.7734 1.4910
C 2.2793 -2.7973 2.9067
C 0.1585 -1.6148 0.0480
C -0.4790 0.4024 -2.9170
N 2.8435 -3.4889 1.9102
N -1.7320 0.6860 -2.5002
N -1.9452 -1.8998 1.4756
N -0.1275 -0.4707 -0.4903
C -4.1344 -0.8841 1.9334
C -2.5335 1.4705 -3.4581
C 0.6983 2.9318 -0.1300
C 2.4320 3.3288 -1.8178
C 1.7761 -1.4236 2.5602
C 1.2678 2.3914 -1.4778
C 0.2755 -1.1207 2.6143
C 1.6970 0.8783 -1.5283
C -0.4362 -1.8491 1.4067
C 0.5303 -0.0143 -1.7983
H 2.8585 -3.0373 1.0666
H 2.9703 -4.4646 2.0818
H -1.9197 0.5976 -1.4999
H -2.2938 -2.8012 1.7162
H -0.5279 0.1651 0.1174
H -4.0925 -1.0190 2.9873
H -4.7117 -1.6885 1.5179
H -4.6857 -0.0240 1.5891
H -2.2212 1.5231 -4.4590
H -3.6054 1.1924 -3.5359
H -2.5411 2.3933 -3.0406
H 0.0057 2.1972 0.2125
H 1.3950 3.1019 0.6593
H -0.1548 3.6330 -0.1342
H 2.1401 4.3240 -1.9604
H 3.0271 3.2645 -0.9380
H 2.9875 3.0753 -2.7330
H 2.2648 -1.1689 1.6491
H 2.3257 -0.7863 3.3142
H 0.4700 2.6062 -2.2409
H 0.1949 -0.0448 2.5698
H -0.1768 -1.4596 3.5706
H 2.2977 0.7654 -2.3510
H 2.2378 0.5767 -0.6584
H -0.1060 -2.9257 1.5018
H 1.0354 -0.9246 -2.0808